[1]
{"formula": "C4H8NO2PS", "method": "wB97M-V/def2-TZVPD", "species": ["C", "C", "C", "C", "N", "O", "O", "P", "S", "H", "H", "H", "H", "H", "H", "H", "H"], "coordinates": [[-1.94638, -1.37541, -0.27628], [-2.43267, -0.46708, -1.09574], [2.44041, 0.98616, 0.86072], [1.22526, 0.11188, 0.42622], [-1.45119, 0.43478, 1.01730], [-1.47693, -0.85644, 0.91944], [0.18037, 0.90382, 0.08882], [-2.52414, 1.05772, -0.15147], [1.17827, -1.37683, -0.74294], [-1.83084, -2.50484, -0.46150], [-2.81453, -0.72273, -2.01516], [2.75963, 1.44795, -0.06803], [3.15207, 0.29894, 1.25289], [2.13088, 1.66455, 1.54902], [1.06395, -0.46082, 1.33984], [-1.68976, 1.85626, -0.89285], [2.03560, -0.99790, -1.75029]], "forces_ev_per_a": [[0.26, -1.57, -0.93], [0.26, 0.38, 1.70], [-0.03, -2.89, -4.00], [-0.80, -0.24, 0.92], [2.28, 1.43, -0.49], [0.21, -2.79, 1.21], [-1.56, 0.47, 0.74], [-1.53, 0.26, -0.79], [1.83, 0.57, -0.36], [-0.01, 2.14, 0.79], [-0.89, -0.26, -1.88], [0.63, 0.42, 0.21], [0.99, -0.20, 0.27], [-1.04, 1.93, 1.95], [-0.76, -0.22, 0.32], [0.68, 0.63, -0.29], [-0.54, -0.08, 0.62]], "lowdin_charge": [-0.242, -0.271, -0.043, -0.774, -0.181, -0.179, -0.262, 0.968, 0.713, 0.158, 0.048, 0.078, 0.067, 0.043, 0.074, -0.052, -0.145]}

[2]
{"formula": "C4H5F2N", "method": "wB97M-V/def2-TZVPD", "species": ["C", "C", "C", "C", "N", "F", "F", "H", "H", "H", "H", "H"], "coordinates": [[1.14806, -1.01896, -0.91363], [-0.43916, 0.66513, 1.84581], [0.25432, -0.36317, -0.16934], [-1.33633, 0.24872, -1.35745], [0.42984, 0.20259, 1.04424], [-2.41459, -0.49712, -1.15008], [-0.91372, -0.08426, -2.58451], [2.06889, -1.33362, -0.36197], [1.04175, -1.18362, -2.05901], [-0.13478, 1.05265, 2.76156], [-1.52937, 0.57503, 1.71802], [-1.43077, 1.23223, -1.12443]], "forces_ev_per_a": [[0.41, -0.07, -0.40], [-0.85, -1.46, -1.85], [-2.89, 1.17, -4.03], [3.96, -5.07, 1.78], [0.39, 0.18, 1.49], [-0.74, 0.15, 0.60], [0.10, 0.91, -0.29], [-0.65, 0.24, -0.89], [-0.01, 0.01, 2.50], [0.74, 0.83, 1.45], [0.19, 0.10, -0.38], [-0.65, 3.01, 0.02]], "lowdin_charge": [0.025, -0.008, -0.232, -0.255, -0.016, 0.060, 0.037, 0.073, 0.094, 0.045, 0.086, 0.092]}

[3]
{"formula": "C20H22FN3O4S", "method": "wB97M-V/def2-TZVPD", "species": ["C", "C", "O", "N", "C", "C", "C", "C", "S", "O", "O", "N", "C", "C", "C", "O", "N", "C", "C", "C", "C", "F", "C", "C", "C", "C", "C", "C", "C", "H", "H", "H", "H", "H", "H", "H", "H", "H", "H", "H", "H", "H", "H", "H", "H", "H", "H", "H", "H", "H", "H"], "coordinates": [[-2.30079, -3.15049, 1.18555], [-3.55770, -2.43273, 0.77048], [-4.66014, -2.91102, 0.92946], [-3.43346, -1.17880, 0.22617], [-2.33245, -0.39076, -0.06490], [-0.99869, -0.73436, -0.24479], [-0.08944, 0.26668, -0.56168], [-0.50303, 1.57546, -0.70044], [0.66442, 2.87465, -1.06840], [0.03968, 3.86987, -1.88140], [1.89194, 2.27738, -1.52584], [0.97804, 3.60763, 0.39239], [1.48011, 2.79598, 1.48401], [3.02308, 2.76879, 1.48816], [3.53893, 1.33265, 1.48554], [3.95861, 0.78821, 2.48322], [3.42604, 0.76157, 0.25992], [3.70810, -0.54802, -0.12767], [4.21124, -1.51129, 0.74442], [4.44824, -2.79651, 0.29289], [4.18105, -3.11048, -1.02656], [4.40521, -4.37026, -1.46474], [3.68668, -2.16955, -1.91282], [3.45250, -0.88714, -1.45830], [-1.83629, 1.93103, -0.54806], [-2.74204, 0.94437, -0.24269], [-4.22276, 1.04980, -0.04896], [-4.66812, -0.41941, -0.03941], [-5.25940, -0.85252, -1.37728], [-1.62929, -2.49174, 1.72959], [-2.58987, -3.98402, 1.82111], [-1.79245, -3.55117, 0.31109], [-0.64716, -1.74764, -0.17450], [0.94649, 0.01876, -0.72523], [0.26189, 4.27376, 0.62310], [1.11126, 3.20368, 2.42539], [1.08829, 1.77372, 1.39020], [3.41111, 3.26891, 2.37456], [3.37914, 3.29218, 0.60151], [3.03249, 1.34587, -0.47999], [4.41476, -1.24678, 1.76836], [4.83866, -3.55269, 0.95516], [3.49459, -2.44438, -2.93781], [3.07389, -0.13153, -2.13178], [-2.13311, 2.95661, -0.69931], [-4.70187, 1.61086, -0.84987], [-4.44946, 1.54848, 0.89632], [-5.38105, -0.64352, 0.75846], [-6.17284, -0.29904, -1.57696], [-5.49645, -1.91253, -1.34723], [-4.54856, -0.66852, -2.18048]], "forces_ev_per_a": [[-0.18, -0.13, 0.09], [0.33, -0.17, 0.14], [-0.16, -0.14, 0.03], [-0.40, 0.12, 0.07], [0.55, 0.48, -0.12], [-0.05, -0.02, 0.00], [0.09, -0.01, -0.02], [0.53, 0.44, -0.25], [-0.22, 0.30, 0.45], [-0.24, 0.00, 0.12], [-0.11, -0.14, 0.12], [-0.28, -0.12, -0.87], [0.39, -0.31, 0.08], [0.05, -0.23, 0.23], [-0.07, 0.61, -0.06], [0.10, -0.21, 0.29], [-0.08, 0.24, -0.43], [0.08, -0.42, 0.00], [-0.02, 0.14, 0.09], [-0.05, -0.17, -0.37], [-0.03, 0.09, 0.06], [0.00, 0.07, 0.01], [0.09, -0.26, 0.10], [0.05, 0.05, 0.22], [-0.13, -0.15, 0.01], [0.15, -0.06, -0.01], [-0.01, -0.02, 0.16], [-0.59, -0.05, -0.18], [0.03, -0.05, 0.27], [0.12, 0.03, -0.01], [-0.03, 0.04, -0.03], [0.11, 0.01, -0.05], [0.02, -0.11, 0.02], [0.13, -0.10, 0.00], [-0.21, 0.14, -0.04], [-0.07, -0.02, -0.14], [0.00, 0.10, 0.19], [0.06, -0.07, -0.07], [0.01, 0.02, 0.04], [0.20, -0.14, 0.34], [0.00, 0.01, 0.02], [0.04, -0.09, 0.05], [-0.01, -0.04, -0.10], [-0.04, 0.06, -0.10], [-0.16, 0.14, -0.02], [-0.06, 0.00, 0.00], [-0.03, 0.00, -0.01], [0.15, 0.08, -0.12], [-0.10, 0.08, -0.07], [-0.02, -0.06, -0.04], [0.07, 0.06, -0.12]], "lowdin_charge": [0.011, -0.463, 0.077, 0.047, -0.135, 0.022, -0.044, -0.279, 0.667, -0.273, -0.295, -0.133, -0.202, -0.073, -0.475, 0.072, 0.125, -0.224, 0.001, -0.002, -0.285, 0.047, -0.008, -0.027, 0.004, -0.133, -0.060, -0.289, -0.029, 0.085, 0.090, 0.089, 0.100, 0.093, 0.109, 0.128, 0.113, 0.119, 0.118, 0.084, 0.101, 0.119, 0.118, 0.112, 0.126, 0.125, 0.128, 0.147, 0.083, 0.078, 0.090], "smiles": "CC(=O)N1c2ccc(S(=O)(=O)NCCC(=O)Nc3ccc(F)cc3)cc2C[C@H]1C"}

[4]
{"formula": "C8H23LiNO6", "method": "wB97M-V/def2-TZVPD", "species": ["Li", "O", "C", "C", "O", "H", "H", "H", "H", "C", "O", "C", "C", "N", "C", "C", "O", "C", "H", "H", "H", "H", "H", "H", "H", "H", "H", "H", "H", "H", "H", "H", "H", "O", "H", "H", "O", "H", "H"], "coordinates": [[0.94488, -1.10121, 1.09875], [1.52420, 2.55347, 4.60539], [0.40129, 2.49800, 3.71959], [-0.09831, 1.06623, 3.12727], [0.87395, 0.06697, 2.82055], [0.68774, 3.05810, 2.82947], [-0.42990, 3.12218, 4.04768], [-0.69595, 1.37838, 2.27083], [-0.95131, 0.64172, 3.65667], [1.75034, 3.07714, -3.06408], [2.36611, 2.41103, -1.95764], [1.51490, 1.76265, -1.02792], [0.91680, 0.47051, -1.69874], [0.05476, -0.29233, -0.77431], [-1.28378, 0.30512, -0.64861], [-2.29468, -0.85693, -0.38069], [-2.09178, -1.91249, -1.33410], [-2.93167, -3.00878, -1.16059], [2.45964, 3.43717, -3.80931], [1.27499, 4.01329, -2.77117], [1.05267, 2.44980, -3.61888], [0.71569, 2.40433, -0.65697], [2.11462, 1.54541, -0.14405], [1.75639, -0.14345, -2.02468], [0.43561, 0.60776, -2.66710], [-0.10471, -1.22809, -1.11932], [-1.61462, 0.79402, -1.56492], [-1.37362, 1.13122, 0.05678], [-3.34633, -0.58461, -0.46999], [-2.10385, -1.25689, 0.61516], [-2.95695, -3.49529, -0.18552], [-2.74664, -3.82434, -1.85968], [-3.94612, -2.67722, -1.38210], [-0.24368, -3.16216, 1.00368], [0.52555, -3.50991, 1.45488], [-0.93530, -3.79923, 1.18267], [2.63470, -2.39316, 0.66480], [2.82693, -3.18202, 1.17174], [3.31745, -2.36635, -0.00554]], "forces_ev_per_a": [[-0.19, 1.32, 1.31], [-2.34, -0.37, -1.03], [3.23, -1.01, 0.91], [1.05, -0.06, 0.22], [-1.00, 0.20, -1.20], [0.31, 0.19, -1.17], [-1.13, -0.28, 0.60], [-0.03, 0.49, -1.37], [-0.01, -0.38, 1.41], [-0.07, 0.14, 0.36], [0.29, 0.58, -0.93], [-0.84, -0.68, -1.00], [0.74, -0.22, 0.83], [0.11, 0.68, 0.15], [-1.14, -0.93, -0.52], [0.48, 0.06, 0.18], [1.08, 0.05, -0.08], [-1.08, -0.05, -0.35], [0.71, -0.52, 0.31], [-0.50, -0.11, 0.44], [-0.22, -0.09, 0.20], [-0.17, 0.27, -0.17], [0.02, -0.34, -0.14], [0.34, -0.26, 0.53], [-0.55, 0.77, 0.07], [0.09, -0.12, -0.42], [0.21, -0.16, -0.71], [0.29, -0.56, 0.72], [-0.02, 0.57, 0.20], [-0.08, -0.01, 0.22], [0.34, 0.39, 0.52], [0.59, 0.34, -0.30], [-0.46, -0.10, 0.17], [0.18, 0.14, -0.33], [0.14, -0.11, 0.23], [-0.27, 0.01, 0.10], [-0.36, 0.01, -0.04], [0.14, -0.07, 0.29], [0.12, 0.21, -0.20]], "lowdin_charge": [0.618, -0.471, -0.469, -0.439, -0.479, 0.029, 0.041, 0.022, 0.046, -0.110, -0.190, -0.171, -0.185, -0.094, -0.170, -0.169, -0.211, -0.138, 0.077, 0.083, 0.070, 0.121, 0.133, 0.111, 0.098, 0.084, 0.108, 0.108, 0.119, 0.116, 0.079, 0.087, 0.084, -0.052, 0.026, 0.043, -0.055, 0.050, 0.055], "total_charge": -1}

Result set for calculated total energy: -1101.767464, -409.766683, -1738.661719, -832.192377 Eh, one per record in the order listed.
Result set for energy relative to the best compared isomer or geometry (same formula, charge and spin): 701.9, 305.1, 0.0, 218.4 kJ/mol, one per record in the order listed.